[1]
15 unconnected molecules or ions with the total composition C25H67N2O15S2 at a distorted geometry, computed with ωB97M-V/def2-TZVPD.

The geometry in ORCA input format:
```
! RIJCOSX wB97M-V def2-TZVPD def2/J DEFGRID3
* xyz 1 1
C 1.8776 -2.1423 1.5226
C 1.0914 -1.9885 0.4323
C 1.7080 -2.0578 -0.9336
C 0.9503 -1.5711 -2.1667
N -0.4873 -1.8973 -2.3869
C -1.4427 -2.6179 -1.5213
C -1.0852 -3.9909 -0.9733
C -1.8963 -4.2099 0.3268
S -0.9324 -4.3570 1.8532
C -0.8952 -1.3712 -3.4965
S 0.2419 -0.4272 -4.3280
C 1.1439 -0.1129 -2.6586
C 0.3517 1.0401 -1.9917
C -0.4241 0.6917 -0.7218
C -1.0220 1.9667 -0.0696
C -2.5004 1.8744 0.2783
N -2.8522 0.8337 1.2955
C -3.5511 -0.3126 0.7357
C -1.8270 0.4792 2.1648
C -1.4857 1.4908 3.2201
O -1.2774 -0.6087 2.1142
C 2.6333 0.1537 -3.0060
C 3.3120 1.2585 -2.1832
C 3.2616 1.0728 -0.6590
C 4.4386 0.3563 -0.0339
C 5.0524 -0.7617 -0.6143
C 6.1252 -1.4119 0.0048
C 6.6086 -0.9455 1.2298
C 6.0205 0.1788 1.8143
C 4.9515 0.8249 1.1865
H 2.7985 -1.5630 1.5604
H 1.7267 -2.8621 2.3148
H 0.0271 -1.8282 0.5551
H 1.9541 -3.1052 -1.0873
H 2.6378 -1.4892 -0.9124
H 1.4204 -2.1353 -2.9823
H -2.3695 -2.6763 -2.0869
H -1.6276 -1.9653 -0.6740
H -1.3852 -4.7646 -1.6783
H -0.0247 -4.1195 -0.7868
H -2.6029 -3.3943 0.4702
H -2.4906 -5.1158 0.2727
H -0.8456 -3.0601 2.1675
H -1.9062 -1.4697 -3.8639
H -0.3559 1.4489 -2.7104
H 1.0155 1.8665 -1.7611
H 0.2506 0.2287 -0.0047
H -1.2543 0.0254 -0.9369
H -0.9369 2.7758 -0.7981
H -0.4077 2.2714 0.7750
H -3.1127 1.6727 -0.5966
H -2.8406 2.8362 0.6441
H -4.4746 0.0545 0.2895
H -3.8234 -1.0330 1.4937
H -3.0120 -0.8319 -0.0548
H -0.7239 1.0824 3.8753
H -2.3810 1.7195 3.7914
H -1.0919 2.4020 2.7741
H 2.6968 0.4533 -4.0515
H 3.2007 -0.7686 -2.9127
H 2.8117 2.1944 -2.4283
H 4.3354 1.3862 -2.5283
H 2.3222 0.6102 -0.3540
H 3.2476 2.0648 -0.2098
H 4.7039 -1.1439 -1.5643
H 6.5622 -2.2806 -0.4665
H 7.4236 -1.4637 1.7135
H 6.3958 0.5500 2.7514
H 4.5274 1.7057 1.6522
O 2.1722 1.3268 -6.7863
H 1.5909 1.1347 -6.0471
H 1.5945 1.2283 -7.5575
O -2.2806 5.2093 2.2883
H -2.4568 4.2660 2.2338
H -1.4868 5.3064 2.8234
O 1.8884 -3.4060 4.7091
H 0.9331 -3.4874 4.7988
H 2.2325 -3.8356 5.5000
O 2.5447 4.0105 -8.3377
H 2.4176 3.2398 -7.7746
H 3.3288 3.8149 -8.8586
O -4.9117 4.3327 0.9698
H -4.4007 5.1516 0.9874
H -5.5881 4.4734 1.6402
O 3.8354 -5.1456 2.2134
H 4.3604 -4.3425 2.1353
H 3.1116 -4.9037 2.8030
O -6.7182 -0.4345 2.4673
H -6.3920 -1.3344 2.3607
H -5.9806 0.1261 2.2084
O -0.7208 0.8325 -7.7248
H -0.9808 0.3582 -6.9294
H -1.1215 0.3383 -8.4483
O -8.4581 1.0055 4.9880
H -9.0851 0.3087 5.2081
H -7.9400 0.6360 4.2620
O 5.5833 1.2402 4.6226
H 4.6354 1.0858 4.6745
H 5.9494 0.7088 5.3376
O 2.5064 4.1402 -4.7416
H 1.7970 4.4816 -5.2963
H 2.7088 3.2781 -5.1163
O 1.5354 0.4549 1.9872
H 0.6023 0.2556 2.1506
H 2.0106 -0.0899 2.6220
O -10.2240 3.4764 5.1560
H -9.8601 2.5873 5.0542
H -9.4975 4.0561 4.9133
O -3.7893 -2.4123 3.4356
H -3.4575 -3.3125 3.3345
H -3.0298 -1.8605 3.2129
*
```

Computed properties:
Largest force on an atom, hartree/bohr: 0.03134
Molar mass, g/mol: 699.9
Energy, eV: -82366.6639
Frontier orbital gap, eV: 6.91
HOMO energy, eV: -11.001

Results of the Mulliken charge analysis, in e, for atoms 1 through 6: number 1, C, carries -1.776; number 2, C, carries 2.343; number 3, C, carries -0.668; number 4, C, carries -1.688; number 5, N, carries 0.232; number 6, C, carries -0.016

***

[2]
9 unconnected molecules or ions with the total composition C25H68O11 at a distorted geometry, computed with ωB97M-V/def2-TZVPD.

The geometry in ORCA input format:
```
! RIJCOSX wB97M-V def2-TZVPD def2/J DEFGRID3
* xyz 0 1
C -22.9418 33.4913 12.0502
C -22.2737 34.6845 11.2297
O -23.2980 35.2146 10.4431
O -22.0039 32.7335 12.7294
H -23.5095 32.7038 11.3870
H -23.6970 33.9392 12.8467
H -21.5810 34.2120 10.3941
H -21.5026 35.3472 11.5707
H -23.9894 35.5121 11.0719
H -22.2588 31.9629 13.1539
C -27.9334 34.2263 14.6374
C -26.8958 33.3838 13.8195
O -26.8834 33.8386 12.4754
O -28.0594 33.8302 16.0205
H -28.8208 33.9134 14.2689
H -27.6448 35.2798 14.4683
H -27.2068 32.3688 13.6094
H -25.9030 33.2716 14.3947
H -27.8043 33.7247 12.1058
H -27.2835 34.2046 16.5137
C -21.5655 39.8578 10.2620
C -21.6976 38.5845 9.6673
C -20.4319 37.7370 9.2710
O -22.4586 37.9215 10.7132
H -20.8569 39.7156 11.1200
H -22.5601 40.5981 10.5529
H -20.8232 40.3000 9.5513
H -22.4211 38.7132 8.7299
H -19.6053 37.5355 9.9611
H -19.7987 38.3058 8.7209
H -20.7644 36.7271 8.8782
H -22.2835 36.9767 10.5217
C -17.8827 30.1495 12.8294
C -19.1944 30.8031 13.4110
C -19.0255 31.6444 14.5630
O -19.6552 31.6208 12.2711
H -17.6972 29.2591 13.4353
H -16.9943 30.6961 13.1551
H -17.9765 30.2689 11.7317
H -19.8919 29.8558 13.5006
H -18.7714 31.1557 15.5241
H -20.1113 32.1034 14.9797
H -18.3699 32.5106 14.5375
H -20.5593 31.8265 12.6091
C -22.2178 35.5183 6.8029
C -23.6905 35.8479 7.2386
C -24.4671 36.4195 6.0399
O -24.2992 34.7251 7.7528
H -22.1000 35.0968 5.9476
H -21.8284 35.1269 7.7047
H -21.3492 36.1430 6.6766
H -23.6330 36.6829 7.9570
H -25.4588 36.7263 6.1593
H -24.6030 35.7979 5.3826
H -24.0623 37.2645 5.6617
H -23.8837 34.5731 8.6153
C -23.4359 31.5797 15.8447
C -23.5965 30.2276 15.0475
C -25.1043 29.7573 14.9414
O -22.9472 30.5402 13.8103
H -22.4400 31.7583 16.0394
H -23.7556 31.4274 16.8852
H -23.9931 32.3681 15.4024
H -23.0370 29.5758 15.7413
H -25.3196 29.1841 13.9607
H -25.7316 30.6267 14.7731
H -25.6678 29.2756 15.7574
H -22.9505 29.8118 13.2576
C -16.4243 34.0150 8.9526
C -17.2690 33.5221 10.1094
C -18.3157 34.6480 10.4853
O -18.0647 32.3978 9.7259
H -15.8234 34.8859 9.1654
H -16.9228 34.3796 8.1644
H -15.6840 33.2856 8.8279
H -16.8420 33.0513 11.0623
H -18.8299 35.0175 9.6747
H -17.7825 35.5452 10.8734
H -18.8900 34.4567 11.3167
H -18.5035 31.9710 10.3305
C -18.8755 36.1102 14.2387
C -18.8802 37.6115 13.7519
C -20.2588 38.4036 13.8773
O -17.7383 38.1215 14.4837
H -19.0148 36.0638 15.3338
H -17.8596 35.7746 14.2107
H -19.4407 35.5043 13.4352
H -18.6846 37.6453 12.7204
H -20.5322 38.2908 14.9767
H -20.7659 38.0123 13.2057
H -20.1925 39.4997 13.5854
H -17.1842 38.7882 13.8977
C -26.3421 36.9980 10.1797
C -26.0154 37.2256 11.6158
C -27.3222 37.4569 12.5051
O -25.3646 36.1650 12.2332
H -27.0814 36.1532 9.9852
H -25.3670 36.7208 9.6764
H -26.6094 37.9797 9.8004
H -25.4990 38.0514 11.6493
H -27.8722 36.5901 12.4858
H -28.0428 37.9801 12.0430
H -27.2298 37.7770 13.5344
H -25.8632 35.4290 12.2456
*
```

Computed properties:
Largest force on an atom, hartree/bohr: 0.20577
Molar mass, g/mol: 544.8
Energy, eV: -49537.1901
Frontier orbital gap, eV: 9.70
SMILES: CC(C)O.CC(C)O.CC(C)O.CC(C)O.CC(C)O.CC(C)O.CC(C)O.OCCO.OCCO
HOMO energy, eV: -9.385
Energy above the lowest of the compared OMol25 structures with the same formula, charge and spin, kJ/mol: 1063.97

Results of the Mulliken charge analysis, in e, for atoms 1 through 6: number 1, C, carries 0.043; number 2, C, carries -0.526; number 3, O, carries 0.617; number 4, O, carries -0.374; number 5, H, carries 0.190; number 6, H, carries -0.065